Record 1
{"formula": "C4H15NO2", "method": "ωB97M-V with the def2-TZVPD basis set", "spin_multiplicity": 2, "s_squared": 0.754, "e_tot_ev": -9966.0469, "lumo_energy_ev": [-3.49, -8.84], "homo_ev": [-14.3891, -14.3853], "mol_weight_g_mol": 109.17, "charge": 1, "homo_lumo_gap_ha": [0.40059, 0.20374], "e_above_lowest_kj_mol": 172.9, "symbols": ["C", "C", "C", "C", "N", "H", "H", "H", "H", "H", "H", "H", "H", "H", "H", "H", "H", "H", "O", "H", "H", "O"], "xyz": [[0.47607, 2.41909, -0.47386], [0.13971, 0.94502, -0.31215], [0.55266, 0.56805, 1.17926], [1.95301, -0.11072, 0.99665], [-1.34422, 0.73870, -0.39869], [0.34510, 2.74009, -1.53678], [-0.13718, 3.08695, 0.16228], [1.54696, 2.45687, -0.18424], [0.69856, 0.30562, -1.01110], [0.58649, 1.46249, 1.87390], [-0.09839, -0.14634, 1.70993], [2.22393, -0.51875, 0.02956], [2.79300, 0.67786, 1.13273], [2.06288, -0.85029, 1.77342], [-1.49975, -0.16541, 0.02961], [-1.81378, 0.88040, -1.19756], [-2.79050, -2.85548, 0.06360], [-2.29273, -2.39384, -1.15931], [-3.10814, -2.70093, -0.77275], [-0.04742, -1.83276, -1.22547], [0.30996, -2.48931, -0.14048], [-0.55622, -2.21730, -0.53854]], "nbo_charge": [-0.6292, -0.1160, -0.4302, -0.6417, -0.1833, 0.2358, 0.2467, 0.2519, 0.2776, 0.2514, 0.2256, 0.2033, 0.2391, 0.2418, 0.4209, 0.3872, 0.4550, 0.4577, -0.9121, 0.4644, 0.4988, -0.9445]}

---

Record 2
{"formula": "C6H12O", "method": "ωB97M-V with the def2-TZVPD basis set", "smiles": "COCC1(C)CC1", "e_tot_ev": -8460.1162, "lumo_energy_ev": 1.04, "homo_ev": -8.1574, "mol_weight_g_mol": 100.16, "charge": 0, "homo_lumo_gap_ha": 0.33782, "e_above_lowest_kj_mol": 408.9, "symbols": ["C", "O", "C", "C", "C", "C", "C", "H", "H", "H", "H", "H", "H", "H", "H", "H", "H", "H", "H"], "xyz": [[2.64044, 0.68979, 0.18331], [1.59810, 0.57785, 1.12680], [0.75326, -0.50099, 0.97636], [-0.73973, -0.17001, -0.05063], [-0.83372, 1.29779, -0.27624], [-1.32097, -1.13519, -1.10258], [-1.90357, -1.04175, 0.27965], [2.23606, 0.82300, -0.82836], [3.28301, -0.19937, 0.19853], [3.22650, 1.57578, 0.44948], [0.62717, -1.01956, 0.04811], [0.27763, -0.70341, 1.92656], [-0.05303, 1.64857, -0.96484], [-0.68479, 1.80291, 0.68048], [-1.80448, 1.57847, -0.69269], [-0.80863, -2.05520, -1.39041], [-1.90477, -0.70687, -1.92611], [-1.71564, -1.88943, 0.94212], [-2.87282, -0.57237, 0.42045]], "nbo_charge": [-0.2444, -0.5332, -0.1301, -0.0716, -0.6178, -0.4436, -0.4368, 0.1649, 0.1751, 0.1935, 0.2492, 0.2026, 0.2082, 0.2208, 0.2064, 0.2128, 0.2179, 0.2123, 0.2139]}

---

Record 3
{"formula": "C36H39N5O8Se2Sr", "method": "ωB97M-V with the def2-TZVPD basis set", "e_tot_ev": -193328.0021, "lumo_energy_ev": 2.73, "homo_ev": -0.8777, "mol_weight_g_mol": 915.28, "charge": -2, "homo_lumo_gap_ha": 0.13248, "e_above_lowest_kj_mol": 205.2, "symbols": ["Sr", "C", "C", "C", "C", "C", "C", "C", "C", "C", "C", "C", "C", "C", "C", "C", "C", "C", "H", "H", "H", "H", "H", "H", "H", "H", "H", "H", "H", "H", "H", "H", "H", "H", "H", "H", "H", "H", "H", "H", "H", "H", "H", "H", "H", "H", "H", "O", "C", "O", "C", "C", "C", "C", "C", "N", "C", "O", "O", "H", "H", "H", "H", "Se", "N", "C", "C", "C", "C", "C", "N", "C", "C", "N", "C", "C", "C", "C", "C", "N", "H", "H", "H", "H", "H", "H", "O", "Se", "O", "O", "O"], "xyz": [[1.62851, -0.61574, 1.02561], [-3.06109, 0.35272, -0.18408], [-2.32435, 1.41626, -0.79320], [-1.85942, 2.24409, 0.27269], [-2.31724, 1.63920, 1.48238], [-3.04716, 0.48237, 1.20434], [-3.77237, -0.39014, 2.21372], [-2.95530, -0.51581, 3.50495], [-4.01468, -1.78969, 1.64453], [-5.13511, 0.23061, 2.56688], [-1.14262, 3.60392, 0.31380], [-1.87765, 4.64507, -0.54672], [-1.11816, 4.16481, 1.74337], [0.33066, 3.53568, -0.12112], [-2.25137, 1.46366, -2.33243], [-2.27673, 0.02693, -2.89252], [-0.99006, 2.10002, -2.92413], [-3.47671, 2.19354, -2.91299], [-3.53355, -0.46832, -0.71713], [-2.11783, 2.01469, 2.48076], [-1.97266, -0.93795, 3.28978], [-3.46722, -1.16748, 4.22697], [-2.81119, 0.46366, 3.97043], [-3.06987, -2.25855, 1.36257], [-4.66047, -1.74021, 0.76112], [-4.50760, -2.42740, 2.39121], [-4.99278, 1.22517, 3.00003], [-5.68880, -0.39204, 3.28818], [-5.73956, 0.34161, 1.66178], [-2.91865, 4.71914, -0.21963], [-1.88246, 4.38669, -1.60363], [-1.40753, 5.63470, -0.44538], [-2.12806, 4.23853, 2.15304], [-0.67067, 5.16665, 1.72847], [-0.50777, 3.54482, 2.40401], [0.40439, 3.30811, -1.18404], [0.91018, 2.78729, 0.43564], [0.84534, 4.48943, 0.06047], [-1.51033, -0.58454, -2.40913], [-2.09281, 0.04047, -3.97678], [-3.24145, -0.45625, -2.72515], [-0.10199, 1.62919, -2.50500], [-0.92853, 3.17070, -2.74785], [-0.97598, 1.94845, -4.01234], [-4.38879, 1.70038, -2.56677], [-3.46846, 2.19031, -4.01589], [-3.50988, 3.23094, -2.57100], [5.48552, -0.89855, 1.91426], [4.38178, -1.37893, 1.61873], [3.74518, -1.20763, 0.52963], [3.61149, -2.17210, 2.68277], [4.08261, -2.47493, 3.94358], [3.18311, -3.01799, 4.85586], [1.85076, -3.21256, 4.50906], [1.45904, -2.86425, 3.22575], [2.34129, -2.40551, 2.34100], [0.01389, -2.84812, 2.71411], [-0.73193, -3.74845, 3.11082], [-0.20686, -1.89255, 1.90635], [4.89016, 0.83097, 1.37005], [5.10459, -2.23472, 4.20084], [3.51564, -3.24827, 5.86139], [1.11522, -3.59360, 5.20395], [3.24887, -3.30499, -6.67144], [2.57564, -4.08910, -5.21876], [2.40635, -3.15497, -4.33861], [1.86428, -3.39089, -2.99329], [1.51624, -4.66720, -2.55566], [0.99858, -4.81917, -1.29313], [0.83728, -3.68355, -0.50192], [1.18142, -2.46753, -0.90548], [1.69591, -2.31671, -2.13124], [2.10595, -0.93081, -2.54455], [1.95247, 0.05338, -1.65430], [2.35717, 1.27583, -1.96838], [2.90177, 1.60216, -3.20514], [3.03324, 0.60368, -4.13670], [2.63690, -0.69012, -3.80288], [2.78511, -1.80748, -4.74419], [3.25283, -1.67754, -5.94410], [1.65848, -5.50857, -3.22346], [0.70806, -5.78717, -0.90786], [0.38773, -3.75179, 0.48178], [2.24044, 2.03400, -1.20223], [3.20680, 2.61894, -3.40982], [3.44639, 0.78969, -5.12052], [4.28731, 1.60773, 1.26443], [3.36333, 1.79824, 2.74124], [2.54765, 3.16379, 2.46406], [2.35123, 0.48451, 2.77743], [4.40693, 1.79713, 3.97676]], "mulliken_charge": [1.8494, -0.9500, -0.0974, -0.3552, -0.3367, -0.3362, 2.7451, -1.6974, -1.8436, -1.9652, 2.9251, -1.7692, -2.4120, -1.1887, 3.0260, -2.1575, -1.6359, -1.9206, -0.0185, 0.1841, 0.1459, 0.4501, 0.2651, 0.2272, 0.3083, 0.4399, 0.3150, 0.4670, 0.3646, 0.3066, 0.2847, 0.4083, 0.4670, 0.4845, 0.3451, 0.1104, -0.1124, 0.3735, 0.3160, 0.5007, 0.3441, -0.1546, 0.2800, 0.6231, 0.3295, 0.4803, 0.2821, -0.8533, -0.2912, -0.5786, 0.8900, -0.7501, -0.2508, -0.8171, 0.5812, -0.0443, -0.1191, -0.8199, -0.0834, 0.3416, 0.4811, 0.3927, 0.4849, 0.1460, -0.9051, 1.0300, 0.9477, -0.6781, -1.1403, -0.7148, 0.8726, -0.9904, -0.7096, 1.2916, -0.8062, -0.9089, -0.9842, 0.5877, 1.1277, -0.8894, 0.4940, 0.4823, 0.4923, 0.3715, 0.5114, 0.4825, -0.5023, 1.0225, -0.5975, -0.6097, -0.6845]}

---

Record 4
{"formula": "C5H11N5O2", "method": "ωB97M-V with the def2-TZVPD basis set", "smiles": "CN(N)/C=N/O.Oc1ccn[nH]1", "e_tot_ev": -16905.0283, "lumo_energy_ev": 0.61, "homo_ev": -8.0104, "mol_weight_g_mol": 173.18, "charge": 0, "homo_lumo_gap_ha": 0.31694, "e_above_lowest_kj_mol": 504.0, "symbols": ["C", "C", "C", "C", "C", "H", "H", "H", "H", "H", "H", "H", "H", "H", "H", "H", "N", "N", "N", "N", "N", "O", "O"], "xyz": [[2.89376, 0.36929, 0.35524], [3.32249, -0.69368, -0.37954], [2.16727, -1.45650, -0.61209], [-2.09854, -1.23791, -0.60032], [-1.94318, 1.09192, -0.05104], [4.51011, 1.27405, 0.81444], [4.35177, -0.95607, -0.58482], [2.06981, -2.40534, -1.13106], [0.95497, 0.96416, 0.83395], [-1.85262, -0.86032, -1.59797], [-2.91798, -1.98591, -0.69349], [-1.22499, -1.69548, -0.10079], [-2.99741, -1.30370, 1.65303], [-4.13033, -0.13986, 1.39679], [-1.86106, 1.70832, 0.82522], [0.21754, 2.66270, -1.14264], [1.10269, -0.84969, -0.15597], [1.57580, 0.27050, 0.47741], [-2.60548, -0.07608, 0.10559], [-3.12726, -0.31242, 1.42843], [-1.38522, 1.54924, -1.10905], [3.56451, 1.44642, 0.86264], [-0.58663, 2.63637, -0.59395]], "nbo_charge": [0.4517, -0.4455, -0.0227, -0.4354, 0.2251, 0.4931, 0.2229, 0.2091, 0.4213, 0.2372, 0.1892, 0.2178, 0.3550, 0.3548, 0.1796, 0.4738, -0.2948, -0.3741, -0.2818, -0.6521, -0.2353, -0.6623, -0.6267]}

---

Record 5
{"formula": "C39H34AsFeN3O4SSe", "method": "ωB97M-V with the def2-TZVPD basis set", "spin_multiplicity": 2, "s_squared": 0.792, "e_tot_ev": -225054.8919, "lumo_energy_ev": [-3.28, -3.67], "homo_ev": [-10.1880, -11.2245], "mol_weight_g_mol": 850.51, "charge": 1, "homo_lumo_gap_ha": [0.25393, 0.27778], "e_above_lowest_kj_mol": 0.0, "symbols": ["Fe", "C", "C", "C", "C", "C", "C", "H", "H", "H", "H", "H", "H", "C", "C", "C", "C", "C", "C", "C", "S", "O", "O", "N", "C", "C", "O", "O", "H", "H", "H", "H", "H", "H", "H", "H", "H", "Se", "N", "C", "C", "C", "C", "C", "C", "N", "H", "H", "H", "H", "C", "C", "C", "C", "C", "C", "As", "C", "C", "C", "C", "C", "C", "C", "C", "C", "C", "C", "C", "H", "H", "H", "H", "H", "H", "H", "H", "H", "H", "H", "H", "H", "H", "H"], "xyz": [[-0.41816, -0.20456, -0.69959], [0.81368, 2.41250, 1.49218], [0.21775, 3.41544, 0.74812], [-1.05696, 3.24231, 0.21877], [-1.76849, 2.07918, 0.46792], [-1.17624, 1.07187, 1.24622], [0.11962, 1.23299, 1.73342], [1.81002, 2.54514, 1.89018], [0.75039, 4.34000, 0.56361], [-1.50088, 4.02337, -0.38595], [-3.71064, 1.23476, 0.53405], [-1.77690, 0.23284, 1.57950], [0.57087, 0.45561, 2.33417], [-4.69780, -5.05514, -5.76470], [-3.57923, -4.40266, -5.00489], [-3.70324, -3.10536, -4.51840], [-2.67706, -2.51292, -3.80016], [-1.51482, -3.23191, -3.57283], [-1.35612, -4.52501, -4.05874], [-2.39191, -5.09988, -4.76749], [-0.21068, -2.54759, -2.63598], [1.04651, -2.85268, -3.23342], [-0.56092, -1.11761, -2.47000], [-0.29920, -3.24499, -1.15230], [1.01982, -3.50130, -0.52914], [1.69964, -2.27704, 0.09565], [2.74202, -2.45265, 0.68733], [1.10830, -1.12122, 0.01318], [-5.50428, -4.35328, -5.96818], [-5.11000, -5.89107, -5.19623], [-4.34158, -5.45432, -6.71459], [-4.61566, -2.55117, -4.69939], [-2.78210, -1.50986, -3.41308], [-0.43269, -5.06342, -3.88869], [-2.27802, -6.10493, -5.15477], [1.69159, -3.92548, -1.27132], [0.87957, -4.24450, 0.25380], [0.03493, 2.10280, -2.98056], [0.73946, 1.18308, -1.60513], [1.99908, 1.57760, -1.45694], [2.94784, 1.09303, -0.49850], [4.18861, 1.63266, -0.49417], [4.58995, 2.67181, -1.40264], [3.73710, 3.15453, -2.32944], [2.41068, 2.61282, -2.38733], [1.50936, 3.01102, -3.26062], [2.67140, 0.29824, 0.17452], [4.91620, 1.26107, 0.21588], [5.59789, 3.05902, -1.33849], [4.01195, 3.92791, -3.03252], [-5.62048, -4.02729, -1.42485], [-4.48513, -4.82574, -1.50102], [-3.25931, -4.33213, -1.08538], [-3.16992, -3.03305, -0.59143], [-4.30572, -2.23504, -0.51556], [-5.53311, -2.73457, -0.93145], [-1.49295, -2.29803, 0.00050], [-1.18322, -3.14721, 1.69544], [-1.91532, -4.26654, 2.08480], [-1.68408, -4.83894, 3.32638], [-0.72988, -4.29727, 4.17657], [-0.00656, -3.17715, 3.79270], [-0.23371, -2.59639, 2.55497], [-3.12111, 1.81810, -0.19062], [-3.86440, 3.07503, -0.51525], [-4.15749, 3.44288, -1.78465], [-3.80206, 2.63323, -2.89148], [-3.17167, 1.39221, -2.67018], [-2.86536, 0.97702, -1.41304], [-6.57655, -4.41678, -1.74935], [-4.55542, -5.83486, -1.88593], [-2.37120, -4.94749, -1.15952], [-4.24499, -1.22110, -0.13577], [-6.41684, -2.11337, -0.87040], [-2.66984, -4.68827, 1.43508], [-2.25192, -5.70798, 3.63048], [-0.55060, -4.75066, 5.14237], [0.74134, -2.75792, 4.45205], [0.34502, -1.73430, 2.25100], [-4.14421, 3.70880, 0.31722], [-4.68310, 4.37234, -1.96213], [-4.04237, 2.94906, -3.89627], [-2.93632, 0.75847, -3.51770], [-2.49695, -0.03961, -1.26072]], "mulliken_charge": [3.4261, -0.7091, -0.8226, -0.2371, 0.0949, -1.1670, -0.1795, 0.4791, 0.4428, 0.4887, 0.5055, 1.1794, 0.3728, -1.5588, 1.0724, -0.8457, -0.1340, -0.1868, -0.8688, -0.7994, 1.1272, -0.7265, -0.5170, 0.1713, -1.3010, 0.7383, -0.6926, -0.7421, 0.3806, 0.3191, 0.4026, 0.3875, 0.1481, 0.5543, 0.4413, 0.6151, 0.4116, 0.3194, -0.2662, 0.9566, -0.3702, -1.0500, -0.6478, -0.8353, 0.5058, -0.8014, 0.6860, 0.4862, 0.4133, 0.4944, -0.6727, -0.8130, 0.2410, -0.0405, -0.6428, -0.8893, 0.1991, 0.4826, -0.6666, -0.8144, -0.6262, -0.9340, 0.3341, 0.8550, -1.2665, -0.3132, -1.0544, -0.4481, 0.3497, 0.4505, 0.4761, 0.4612, 0.4057, 0.4476, 0.3790, 0.4351, 0.3928, 0.4693, -0.0114, 0.4676, 0.4278, 0.4498, 0.6150, -0.3076]}

---

Record 6
{"formula": "C4H12N3", "method": "ωB97M-V with the def2-TZVPD basis set", "e_tot_ev": -8805.5358, "lumo_energy_ev": -3.03, "homo_ev": -14.0276, "mol_weight_g_mol": 102.16, "charge": 1, "homo_lumo_gap_ha": 0.40413, "e_above_lowest_kj_mol": 212.1, "symbols": ["C", "C", "C", "C", "N", "N", "N", "H", "H", "H", "H", "H", "H", "H", "H", "H", "H", "H", "H"], "xyz": [[2.21463, 2.61814, 1.24585], [-1.28373, -1.41103, -2.49117], [-1.75368, -0.60959, -1.23563], [-0.08142, -0.44188, 0.42798], [2.06955, 1.73781, 2.13010], [0.69124, -0.77527, 1.42987], [-1.09427, -1.10803, 0.01680], [2.61427, 3.60092, 1.47827], [1.76882, 2.57052, 0.20415], [-0.21189, -1.19673, -2.80380], [-1.44175, -2.56507, -2.22616], [-2.02238, -1.14068, -3.20404], [-2.77010, -0.73619, -1.16900], [-1.49897, 0.40932, -1.25805], [0.20039, 0.35478, -0.23209], [1.32969, -0.11057, 1.86871], [0.43981, -1.32306, 2.29947], [2.28766, 2.10218, 3.07720], [-1.45786, -1.97555, 0.44154]], "nbo_charge": [0.0043, -0.6171, -0.2014, 0.3952, -0.6734, -0.7535, -0.4972, 0.1719, 0.1612, 0.2299, 0.2210, 0.2354, 0.2185, 0.1993, 0.2129, 0.4622, 0.4255, 0.3707, 0.4344]}